C30H41IrN3 | ωB97M-V/def2-TZVPD

```
75
Properties=species:S:1:pos:R:3:forces:R:3
H -1.721273 -4.711156 -3.744037 -0.1 -0.1 0.0
H -2.209773 -0.636256 2.687263 0.0 0.1 0.2
C -1.695973 -2.611656 -3.156537 -0.1 0.1 -0.2
C -0.474673 3.126144 -0.421537 0.2 0.2 0.5
H 0.158227 3.649644 -2.800937 -0.1 -0.1 0.0
H 4.055427 2.192944 1.827763 0.1 0.0 0.1
H -1.545373 -2.197656 4.522763 0.1 -0.1 0.0
C -1.029373 -1.329256 -3.661037 0.0 -0.2 0.2
H -1.003573 2.810544 0.477563 0.0 -0.1 0.0
C -1.431673 -2.836656 -1.699937 -0.3 -1.1 -0.4
H 1.896027 0.487044 0.503763 0.4 0.1 0.4
H 4.682427 2.584444 -3.435337 0.1 0.0 -0.1
C -0.542673 -1.732256 1.517463 0.2 -0.3 -0.5
H 2.539427 2.867444 1.237663 0.0 0.2 0.0
H -1.937573 -0.963356 5.712863 0.0 0.0 0.1
C -2.182573 2.366844 -1.907137 -0.4 -0.3 0.0
H 3.042827 1.757244 3.802663 0.1 0.1 0.0
H -3.705873 -3.417656 -2.975537 -0.1 -0.1 0.0
Ir -0.025273 0.020244 -0.829637 -0.5 0.0 -0.2
H 4.186927 -0.484356 0.695663 0.1 -0.1 -0.1
N -1.011573 -1.900456 -0.852837 1.5 2.0 1.3
H -3.487473 -2.318356 -4.337537 -0.1 0.0 -0.2
C 0.093727 2.559544 -2.681937 0.5 -0.1 -0.4
H 4.973227 0.317244 -2.507637 0.0 -0.1 0.0
C 2.047127 1.345444 3.758163 -0.1 0.0 0.1
C 2.520927 0.707744 1.390963 0.0 -0.1 -0.2
C -3.225173 -2.498556 -3.299437 0.2 0.0 0.0
C 3.233027 2.036444 1.134463 -0.2 -0.2 -0.1
H 1.611327 1.816044 5.798763 0.0 0.1 0.1
C 1.478327 1.965544 -2.556337 -0.6 0.1 0.1
H -3.602273 -1.679056 -2.691537 -0.1 0.1 0.0
C -2.912673 0.938244 3.941663 0.1 -0.2 -0.2
C -1.957773 -0.229756 3.672963 -0.2 0.0 0.1
C 1.603027 0.771644 2.581163 -0.4 -0.4 -0.1
C -0.037873 0.863244 4.824263 0.2 0.0 0.0
H -2.426973 1.707944 -2.737937 0.0 -0.1 0.0
N -0.772973 2.218044 -1.535237 0.9 -1.1 0.3
H 0.053127 -1.449656 -3.693937 0.1 0.1 0.0
H -2.395373 3.400044 -2.209637 0.1 -0.1 0.1
H -3.941873 0.607944 3.825263 -0.1 0.0 0.0
C -2.172173 -1.330156 4.717763 -0.1 0.1 -0.3
H -1.272673 -0.485856 -3.002537 -0.1 0.1 -0.1
H 2.995827 -1.392456 1.636263 0.0 -0.1 0.0
C 3.833027 2.046344 -3.045537 -0.1 0.1 -0.1
N -0.066873 -0.514956 1.399263 -0.6 -0.7 -2.7
C -1.454073 -3.799656 0.339163 0.5 1.1 0.2
H -0.129873 -3.953956 -3.826137 0.1 -0.1 0.0
H -0.786673 4.150044 -0.664637 0.0 -0.1 -0.1
H 3.048527 -0.873256 -1.560637 -0.1 0.0 0.1
H -0.535273 -2.228456 2.484663 0.0 0.2 0.1
H -1.547773 -4.476056 1.164063 -0.1 -0.2 0.2
H 2.450527 3.597244 -3.543537 0.0 0.2 0.0
H -2.792173 1.313644 4.952963 0.0 0.1 0.1
C -1.714373 -4.038756 -0.985437 0.1 0.8 -0.7
H -0.668273 0.925944 5.698063 -0.1 0.0 0.1
C -0.524873 0.256744 3.675063 0.1 -0.1 -0.6
H 0.596927 3.126744 -0.223637 0.0 0.0 0.0
C -0.999473 -2.459356 0.416463 -0.2 -0.7 0.6
C 0.323127 0.172244 2.542863 0.7 1.2 1.3
C 2.902527 0.113944 -1.979737 -0.1 -0.4 0.2
H 4.124427 -0.308456 2.446163 0.1 0.0 0.1
C 3.519827 -0.442856 1.552663 -0.2 0.1 -0.2
H -2.728673 1.754044 3.246663 0.0 0.1 0.0
H -0.366873 2.149744 -3.586937 0.0 0.1 0.1
H 3.639827 2.048644 0.126263 0.1 0.0 -0.1
H -1.350873 -3.591956 -5.046137 0.0 0.0 -0.2
C 2.577827 2.627844 -3.087637 0.0 -0.1 0.0
C 1.641527 0.703144 -1.969037 -1.4 -0.2 1.1
H -1.380273 -1.098056 -4.664137 0.0 0.1 -0.1
C 3.996127 0.778344 -2.514837 -0.2 -0.1 0.0
H -2.818373 2.117344 -1.057637 0.1 0.0 0.0
C 1.242227 1.382144 4.883063 -0.1 0.0 -0.1
H -2.076173 -4.947656 -1.420337 -0.1 -0.2 -0.1
H -3.211773 -1.647856 4.710663 -0.1 -0.1 0.0
C -1.192173 -3.795956 -3.990937 0.0 0.2 0.2
```
Positions in Å, forces in eV/Å.

As for the total charge: +1. Its LUMO energy (spin up / spin down) is -4.7 / -4.8 eV. The value obtained for the max |F| is 2.8 eV/A.



C19H25NO4 | ωB97M-V/def2-TZVPD

```
49
Properties=species:S:1:pos:R:3:forces:R:3
C 0.901582 -1.588920 0.558271 -0.2 0.1 0.0
H -5.461667 -1.376790 -2.627369 -0.1 0.0 -0.1
O -4.034666 1.349744 -2.427599 -0.2 -0.1 0.0
H 0.330784 2.641050 -1.810353 0.1 0.0 0.1
H -5.037040 -0.902307 -4.281583 -0.1 0.0 0.0
H 6.989357 -0.250373 -2.194345 0.0 0.0 0.0
H -7.058590 0.749207 -2.427324 0.0 -0.1 -0.1
H -1.587065 1.196584 -1.756571 -0.1 0.0 -0.1
H 3.807478 -1.906373 4.192044 0.0 -0.2 -0.2
H -2.181072 2.829519 -1.497375 0.0 -0.1 -0.2
C -2.304308 1.598482 0.241047 -0.2 -0.1 -0.1
C 0.262453 -0.874809 2.773596 -0.1 0.1 0.1
O -0.261534 -0.339914 5.028010 0.1 0.0 -0.1
C 0.558187 -0.744874 4.232427 0.1 0.0 0.0
C -1.593685 2.027080 -1.052487 0.4 0.4 0.5
H 0.438677 1.915674 -0.203469 0.0 -0.1 0.0
H 2.171111 -0.871154 5.700565 0.0 0.0 0.0
H 7.218105 -1.202441 -0.711677 -0.1 -0.1 0.0
C 2.807062 -1.678962 3.842996 -0.1 0.2 0.4
C 2.449608 -2.040873 2.447459 0.0 -0.2 0.1
O 5.344611 1.228383 -1.015605 0.0 0.0 0.0
C -0.926459 -0.359741 2.283546 0.2 0.0 -0.2
H -2.590153 -0.287594 -0.475753 -0.2 0.1 0.0
H -0.508323 -1.108995 -0.993167 0.1 0.0 0.0
C -0.275763 -1.055824 0.064379 -0.2 -0.1 0.2
H -6.319730 2.335616 -2.731755 0.0 0.0 0.0
C 1.933396 -1.105125 4.669798 -0.1 0.0 -0.1
H 5.359844 -0.942135 1.180344 0.0 -0.1 0.0
C 4.691599 -0.568440 0.403674 0.0 0.4 -0.1
H -0.172658 3.561289 -0.420240 -0.1 -0.1 0.2
C -4.794026 -0.757130 -3.228005 0.2 0.0 0.1
N -2.397081 0.132109 0.427191 0.5 -0.1 -0.1
H -3.765351 -1.066038 -3.054584 0.0 0.0 0.0
C -0.172161 2.554535 -0.843756 0.1 0.0 -0.3
C 5.489273 0.068806 -0.707052 0.0 0.0 0.0
H 4.017997 0.172382 0.832455 0.0 0.0 0.0
H 1.617246 -2.053893 -0.106271 0.0 -0.1 0.1
H -6.634801 1.224707 -4.081556 -0.1 -0.1 0.0
O 3.176678 -2.768096 1.799849 -0.1 0.1 0.0
H -1.773671 1.996749 1.107690 -0.1 0.1 0.0
H -3.317814 1.999060 0.248297 0.0 0.0 0.1
H 5.965422 -1.667248 -1.875422 0.0 -0.1 0.1
C 6.481334 -0.820437 -1.420044 0.0 0.2 -0.1
H 4.109452 -1.403460 0.017719 0.1 -0.1 0.1
H -1.646228 0.102044 2.945609 0.0 0.0 0.1
C -4.959320 0.695922 -2.853502 0.0 0.0 0.0
C -1.194126 -0.436465 0.919458 -0.2 0.1 -0.2
C -6.332830 1.291639 -3.035198 0.1 0.2 0.1
C 1.178865 -1.492172 1.915641 0.1 0.0 0.1
```
Positions in Å, forces in eV/Å.

As for the total charge: 0. The energy relative to the best compared isomer or geometry (same formula, charge and spin) comes out at 2.137 eV. Its LUMO energy is -1.1 eV. The value obtained for the max |F| is 0.7 eV/A. The SMILES is CCCNc1ccc2c(c1)C(=O)C=CC2=O.CC(C)=O.CC(C)=O.



C4H8BN3O5P | ωB97M-V/def2-TZVPD

```
22
Properties=species:S:1:pos:R:3:forces:R:3
B -0.363996 2.154087 -1.746172 1.2 2.4 -0.8
H -2.848854 0.066053 -1.641748 1.7 -0.7 1.1
O 0.565126 -1.676424 2.555227 1.2 -0.4 -2.0
H -0.943666 2.597649 -3.547193 1.0 0.0 -0.2
O -0.862308 -0.426914 3.463766 -0.1 -2.2 -1.3
C 0.627890 -2.248625 1.188765 -1.1 -0.1 0.0
N 0.436902 -0.000892 -0.234899 -4.7 -3.3 0.0
C -1.865109 -0.160849 -1.102283 5.7 1.0 2.0
H -0.665742 3.041415 -0.041368 0.4 1.0 -0.9
C -0.558898 0.699844 -1.034412 -2.9 -2.9 0.3
N -0.763584 -1.364456 2.728365 -0.9 2.7 2.2
H 2.078116 0.571836 1.683996 -0.6 -0.7 -0.9
H 0.097425 -3.260220 1.253793 0.9 1.4 -0.6
H 3.021693 -0.650891 -0.033345 -1.3 -0.1 0.1
P 2.090510 0.409698 0.242870 3.3 4.6 -0.6
H 1.732493 -2.341821 0.882251 -1.9 0.1 0.5
H -2.207686 -2.091426 -0.080912 1.1 0.7 0.0
C -0.176829 -1.237132 0.232243 -1.0 1.1 -1.7
O 2.647775 1.691178 -0.387876 -2.1 -3.1 1.0
N -1.525007 -1.327119 -0.266373 2.7 2.6 -0.6
O -0.388828 3.363885 -0.940403 -0.8 -4.0 -0.8
O -0.127422 2.191124 -3.174291 -1.9 0.0 3.0
```
Positions in Å, forces in eV/Å.

As for the total charge: +1. Its LUMO energy is -4.9 eV. The value obtained for the max |F| is 6.1 eV/A. The SMILES is O=NOCc1[nH]cc(B(O)O)[n+]1[PH2]=O.



C10H21NO8P2S | ωB97M-V/def2-TZVPD

```
43
Properties=species:S:1:pos:R:3:forces:R:3
H 1.416476 -1.064637 2.497928 -0.5 -0.1 -0.5
H 1.902562 2.174337 -0.705269 -0.2 0.7 0.1
C -0.764043 -1.615293 1.933184 1.3 -0.5 1.4
N -1.655328 -2.736542 -1.141223 0.8 -1.3 -1.0
O 3.158038 -1.535892 -1.885447 -0.3 -0.4 2.8
H 1.186873 1.226062 2.243816 -0.7 -0.2 -0.5
C 0.266397 1.152940 1.609144 1.2 0.5 -0.7
C -2.704039 -0.163450 -2.614038 0.7 0.4 0.4
O 4.444295 -3.168872 -0.381356 -1.5 1.8 1.0
H 4.015537 0.060377 -0.253037 0.2 0.0 0.0
O -0.567840 -0.563252 -0.137468 -0.5 -0.4 -1.3
H -0.580282 1.023849 2.310478 0.3 0.1 -0.7
P 3.295155 -1.928124 -0.423065 2.0 0.7 -2.7
H 3.080794 3.342518 1.156617 -0.1 0.6 -0.5
H 1.075537 3.745565 -1.139524 0.1 -0.8 0.5
H -2.475231 2.514855 -0.780727 0.0 0.0 0.2
O 3.887513 -0.616092 0.428877 -0.6 -2.0 -0.6
H 1.774678 -3.775614 1.179182 0.2 0.8 0.1
H 1.344085 0.122802 -0.064589 -0.6 0.1 0.4
O -1.328175 -3.861273 -1.204156 -0.6 0.6 -0.4
P 1.388891 -2.608449 0.426011 -0.3 -0.5 0.3
H -1.077386 -1.118439 2.879877 0.0 0.0 -0.9
H -0.720568 -2.693540 2.196222 -1.0 0.5 -0.5
C -3.092590 0.747440 -1.392802 -0.8 -0.1 -1.2
O -2.501090 -0.189775 0.897690 -1.0 -2.0 -0.3
H -3.971557 -1.012623 -0.434478 0.5 0.3 0.5
O -2.096646 1.730689 -1.184491 0.0 -0.6 -0.2
C 1.482354 3.120590 -0.310267 0.0 0.9 0.9
O -2.057316 -2.471032 0.162549 -0.2 1.5 0.5
C 0.762199 -1.281305 1.634010 -0.5 0.5 -1.5
H -3.301346 -1.098539 -2.603871 0.2 0.7 -0.2
C 0.508635 -0.053030 0.640895 0.0 -1.0 1.9
H 3.196955 4.483322 -0.280032 -0.2 -0.3 0.7
H -4.336200 0.527502 0.376088 0.8 -0.5 -0.1
C -1.581391 -1.208564 0.630689 2.7 1.4 2.6
C -3.512789 -0.056035 -0.103209 -0.9 1.2 -0.6
H -4.014569 1.292622 -1.733173 0.4 -0.6 0.4
C 2.519021 4.011002 0.464615 0.2 -0.9 -0.3
H -2.822243 0.382216 -3.579319 -0.2 -0.4 0.8
H -1.629736 -0.450721 -2.561453 -0.7 0.2 0.1
S 0.046305 2.795014 0.806454 -0.3 -0.1 0.0
H 2.047280 4.795265 1.090552 0.1 -0.5 -0.6
H 3.990787 -3.977877 -0.651885 0.1 -0.1 -0.1
```
Positions in Å, forces in eV/Å.

As for the total charge: 0. Its LUMO energy is -0.1 eV. The value obtained for the max |F| is 4.0 eV/A. The SMILES is CCSC[C@@H]1O[C@@](OC[C@H](C)O)(ON=O)C[C@H]1PP(=O)(O)O.



CH4N2P2 | ωB97M-V/def2-TZVPD

```
9
Properties=species:S:1:pos:R:3:forces:R:3
P -1.886973 0.092187 0.681283 -3.1 0.5 -0.1
H 0.864829 1.342797 -0.467107 0.5 0.8 0.6
H 1.307741 -2.259668 2.199443 -0.6 0.9 -0.4
P 0.485688 -1.147260 1.548088 -0.6 -2.3 3.7
H -3.266735 0.480839 0.030650 1.5 -0.2 0.5
C 0.340726 0.437718 -0.673227 2.7 -0.2 4.6
N -0.951732 0.557755 -0.452215 -1.6 -0.3 -0.5
N 1.354006 -0.786671 0.387002 0.5 2.8 -4.6
H 0.719056 0.134181 -1.539317 0.8 -1.9 -3.8
```
Positions in Å, forces in eV/Å.

As for the total charge: 0. The energy relative to the best compared isomer or geometry (same formula, charge and spin) comes out at 3.815 eV. Its LUMO energy (spin up / spin down) is -0.8 / -0.8 eV. The value obtained for the max |F| is 5.5 eV/A.



C2H3F | ωB97M-V/def2-TZVPD

```
6
Properties=species:S:1:pos:R:3:forces:R:3
C 0.143451 -0.134190 0.544542 3.0 -3.3 0.2
C -0.208562 0.225394 -0.675681 -0.3 1.0 0.4
H -1.156052 0.889102 -0.740038 1.8 -1.3 -0.6
F -0.605310 0.048309 1.658798 0.9 -0.1 -0.8
H 0.589298 -0.069854 -1.418553 -1.7 0.8 0.4
H 1.237176 -0.958762 0.630931 -3.7 2.9 0.4
```
Positions in Å, forces in eV/Å.

As for the total charge: 0. The energy relative to the best compared isomer or geometry (same formula, charge and spin) comes out at 1.270 eV. Its LUMO energy is 1.2 eV. The value obtained for the max |F| is 4.7 eV/A.



Number 1: total energy -1436.053726 hartree. Number 2: total energy -1094.695827 hartree. Number 3: total energy -1063.551111 hartree. Number 4: total energy -2131.099132 hartree. Number 5: total energy -832.544645 hartree. Number 6: total energy -177.789219 hartree.